This record from OMol25 describes the molecule C4H5BIN3O3. The level of theory is the ωB97M-V functional and the def2-TZVPD basis.

Computed properties:
Electronic energy, Eh: -868.063269
Max |F|, eV/Å: 4.31
Orbital gap, eV: 9.4
LUMO, eV: 0.32
HOMO, eV: -9.05

Geometry as XYZ:
```
17
Properties=species:S:1:pos:R:3:forces:R:3:lowdin_charge:R:1
N -1.92073 -1.44359 -0.74497 0.4 -1.6 -1.5 0.19
C -1.21637 -0.51025 -0.15483 0.0 0.0 1.9 -0.51
O -1.81585 0.36062 0.44530 1.1 1.5 0.0 0.07
C 0.28426 -0.76320 -0.09719 1.6 0.6 -0.2 -0.15
N 0.83933 -1.99427 -0.05214 -1.0 0.4 0.1 0.07
N 2.15905 -1.82064 0.06197 0.8 0.3 0.1 -0.08
C 2.48329 -0.48809 0.07646 -2.0 0.4 -0.3 -0.76
I 4.46577 -0.03222 0.15724 0.4 0.4 0.0 0.94
C 1.27666 0.29225 -0.05162 1.0 -2.8 0.0 -0.02
B 1.04586 1.82966 -0.17918 0.0 0.1 0.1 -0.71
O 1.55146 2.61508 0.78495 0.4 2.3 0.9 0.17
O 0.39056 2.46518 -1.18268 -0.8 -4.1 -1.1 0.21
H -1.43782 -2.27844 -0.96202 0.1 -0.9 -0.6 0.09
H -2.90362 -1.37291 -0.81211 -0.8 0.0 0.2 0.11
H 2.86800 -2.62692 0.16080 -2.0 1.8 -0.3 0.18
H 1.30040 3.57081 0.60354 0.7 -1.7 0.7 0.14
H 0.50070 3.36390 -1.20813 0.2 3.3 -0.1 0.05
```
Positions in Å, forces in eV/Å.

---

This record from OMol25 describes the molecule C4H5BN2. The level of theory is the ωB97M-V functional and the def2-TZVPD basis.

Computed properties:
Electronic energy, Eh: -289.517560
2S+1: 3
Max |F|, eV/Å: 3.50
Orbital gap (alpha / beta), eV: 7.1 / 7.3
LUMO (alpha / beta), eV: -0.38 / -2.31
Energy above the lowest of the compared OMol25 structures with the same formula, charge and spin, kcal/mol: 34.50
HOMO (alpha / beta), eV: -7.49 / -9.61

Geometry as XYZ:
```
12
Properties=species:S:1:pos:R:3:forces:R:3:lowdin_spin:R:1
B 0.17734 0.93209 -1.39707 -2.4 2.5 0.3 0.24
C -1.74195 -0.03327 0.36570 -1.0 0.0 -0.3 0.12
C 1.86809 -0.91157 0.82772 -1.6 1.0 -0.6 0.59
C -0.22369 -0.60378 1.90011 0.7 1.3 -0.4 0.06
C -0.84746 0.41071 -0.47317 -0.4 1.0 -1.4 0.47
N -1.42754 -0.38562 1.67953 -1.9 0.0 -0.1 0.02
N 0.70811 -0.45753 0.85356 1.3 -2.0 2.4 0.34
H 0.93193 0.15823 -1.61751 2.1 -1.4 -1.0 0.02
H 0.12414 2.10428 -1.81195 0.2 -1.1 0.3 0.02
H -2.80351 -0.07556 0.09346 0.4 -0.1 0.0 0.02
H 2.19798 -0.83114 -0.19820 1.6 -0.4 -0.5 0.09
H 0.05393 -0.57200 2.90769 1.1 -0.8 1.4 0.01
```
Positions in Å, forces in eV/Å.

---

This record from OMol25 describes a structure of composition C4H5BeNO16S4. The level of theory is the ωB97M-V functional and the def2-TZVPD basis.

Computed properties:
Electronic energy, Eh: -3020.502480
Max |F|, eV/Å: 5.62
Orbital gap, eV: 1.8
LUMO, eV: 8.40
Total charge: -6
HOMO, eV: 6.58

Geometry as XYZ:
```
31
Properties=species:S:1:pos:R:3:forces:R:3:lowdin_charge:R:1
Be 0.24706 0.00284 -0.22807 0.0 0.0 0.0 0.12
S -4.21140 2.41517 4.56738 2.7 1.7 1.2 0.11
O -4.14689 1.59810 5.76809 0.5 -1.1 1.8 -0.38
O -3.50847 1.75583 3.47915 1.1 -0.9 -1.1 -0.25
O -5.57965 2.46002 4.17588 -3.8 1.1 -1.1 -0.36
O -3.59012 3.74524 4.84099 -0.9 -0.3 -0.1 -0.45
S -3.03807 3.05511 -2.76339 1.1 -0.9 2.0 0.09
O -4.03847 3.68963 -1.92372 -1.4 2.1 0.4 -0.38
O -3.24494 1.64192 -2.44401 -0.4 -2.2 -1.1 -0.35
O -3.16262 3.40702 -4.16791 -0.3 0.3 -1.7 -0.47
O -1.67662 3.30165 -2.26209 0.9 1.1 -0.3 -0.40
S 3.09808 0.67659 4.29460 -2.2 -1.7 -0.9 0.11
O 2.73219 1.74586 3.33144 1.3 0.4 0.8 -0.41
O 4.49507 0.41043 4.57816 2.9 1.3 0.0 -0.49
O 2.38488 0.78635 5.56605 -0.5 1.1 1.3 -0.41
O 2.59851 -0.57198 3.67723 -0.6 -1.1 -0.9 -0.39
S -3.07991 -5.08270 0.71494 -2.0 0.0 1.4 0.15
O -1.94930 -4.26983 0.36687 2.3 0.9 -1.3 -0.38
O -3.37721 -6.13276 -0.31626 0.1 0.0 0.5 -0.53
O -2.78507 -5.67242 2.06197 -0.5 -0.8 -0.5 -0.48
O -4.23399 -4.12563 0.84855 -0.1 -1.1 -0.2 -0.43
N 2.99165 -1.18430 -3.94924 -0.6 -0.9 -3.7 0.01
C 3.83003 -1.50891 -2.97337 -2.0 -4.4 0.1 -0.19
C 4.32470 -0.40171 -2.52093 3.1 1.8 4.3 -0.17
C 3.98336 0.59758 -3.35164 -0.7 4.1 -2.2 -0.15
C 3.19344 0.11866 -4.35829 -1.0 -1.0 0.8 -0.11
H 2.49549 -1.87929 -4.48862 0.0 0.2 0.1 0.14
H 3.85680 -2.54506 -2.66991 0.0 0.2 0.5 0.12
H 4.67571 -0.21490 -1.51679 0.6 -0.3 -0.1 0.12
H 4.13096 1.65446 -3.18546 0.2 0.0 0.0 0.10
H 2.58473 0.52690 -5.15151 0.2 0.2 0.3 0.10
```
Positions in Å, forces in eV/Å.

---

This record from OMol25 describes a cluster of 2 separate species, C4H5Br in total. The level of theory is the ωB97M-V functional and the def2-TZVPD basis.

Computed properties:
Electronic energy, Eh: -2729.276780
Max |F|, eV/Å: 5.56
Orbital gap, eV: 10.5
LUMO, eV: 0.85
Energy above the lowest of the compared OMol25 structures with the same formula, charge and spin, kcal/mol: 58.99
HOMO, eV: -9.61

Geometry as XYZ:
```
10
Properties=species:S:1:pos:R:3:forces:R:3:lowdin_charge:R:1
C 0.18228 -1.72607 -0.86228 -1.1 0.8 -2.8 -0.08
C -1.15768 1.69903 -0.32335 -0.2 1.5 -1.4 -0.13
C 0.02300 -0.93313 0.16832 -2.5 2.5 0.4 -0.05
C -1.28420 0.66850 0.44556 3.6 -4.2 -0.7 -0.74
Br -2.44244 0.59994 1.85016 -0.6 -0.5 0.8 0.73
H 0.94171 -2.46617 -0.79184 0.6 -0.7 0.3 0.03
H -0.25477 -1.69161 -1.91147 0.1 0.3 1.7 0.08
H -1.86741 2.51742 -0.23636 0.1 0.0 0.2 0.05
H -0.44617 1.83405 -1.13092 0.1 -0.5 0.2 0.06
H 0.64799 -1.24398 0.97060 0.0 0.7 1.4 0.04
```
Positions in Å, forces in eV/Å.

---

This record from OMol25 describes the molecule C4H5BrClNS. The level of theory is the ωB97M-V functional and the def2-TZVPD basis.

Computed properties:
Electronic energy, Eh: -3642.491983
Max |F|, eV/Å: 6.28
Orbital gap, eV: 8.2
LUMO, eV: 0.39
Energy above the lowest of the compared OMol25 structures with the same formula, charge and spin, kcal/mol: 25.20
HOMO, eV: -7.79

Geometry as XYZ:
```
13
Properties=species:S:1:pos:R:3:forces:R:3:lowdin_charge:R:1
C 0.85359 0.85590 0.23683 3.8 -5.0 0.0 -0.10
N -0.06579 -0.09068 -0.36355 -0.6 -1.1 0.6 -0.55
C -1.19571 -0.56158 0.27319 1.4 0.6 -0.7 -0.24
C -2.17504 -1.07379 -0.45376 -0.5 0.0 -2.3 -0.81
Br -3.87424 -1.56116 0.19704 0.2 0.0 0.0 0.72
C -1.96194 -0.95625 -1.97896 2.5 1.8 1.7 -0.80
Cl -2.78771 0.44819 -2.76671 -0.2 -0.3 0.3 0.51
S 0.03006 -0.58485 -1.97859 -2.4 -0.7 -0.4 0.87
H 1.28407 0.42620 1.23747 -1.1 0.9 -1.6 0.12
H 1.78334 0.86472 -0.42858 -1.4 0.6 0.8 0.10
H 0.34606 1.70314 0.34219 -1.3 4.1 0.6 0.03
H -1.16539 -0.48242 1.31701 -0.3 0.2 1.4 0.11
H -2.14676 -1.80234 -2.57948 -0.1 -0.9 -0.5 0.03
```
Positions in Å, forces in eV/Å.

---

This record from OMol25 describes a cluster of 2 separate species, C4H5BrO2 in total. The level of theory is the ωB97M-V functional and the def2-TZVPD basis.

Computed properties:
Electronic energy, Eh: -2879.750481
Max |F|, eV/Å: 3.28
Orbital gap (alpha / beta), eV: 7.1 / 8.0
LUMO (alpha / beta), eV: -0.55 / -0.15
Energy above the lowest of the compared OMol25 structures with the same formula, charge and spin, kcal/mol: 86.25
HOMO (alpha / beta), eV: -7.63 / -8.10

Geometry as XYZ:
```
12
Properties=species:S:1:pos:R:3:forces:R:3:lowdin_charge:R:1
C -1.79272 -1.79329 0.58447 -0.5 -0.3 -0.1 -0.39
C -1.43674 -0.52956 0.59838 2.4 1.3 0.4 -0.57
C 1.11814 0.45955 1.15559 -1.2 -2.6 1.7 -0.15
C 1.04734 1.56656 0.25636 -0.1 1.0 -0.5 -0.06
O 1.67734 -0.15955 1.96662 -0.6 1.3 -1.5 0.20
O -2.91434 -2.37412 0.05184 0.0 0.0 0.0 -0.04
Br -2.33955 0.89081 -0.27712 -0.4 -0.2 -0.1 0.61
H -1.16927 -2.51936 1.08999 0.0 -0.1 0.0 0.10
H 1.38217 1.22541 -0.72316 0.0 -0.1 0.0 0.12
H 1.66643 2.40472 0.59014 0.1 -0.2 0.1 0.11
H 0.00811 1.90112 0.13791 0.1 -0.2 0.1 0.01
H -3.44196 -1.69339 -0.38530 0.1 0.0 0.0 0.06
```
Positions in Å, forces in eV/Å.

---

This record from OMol25 describes the molecule C4H5Cl. The level of theory is the ωB97M-V functional and the def2-TZVPD basis.

Computed properties:
Electronic energy, Eh: -615.414888
Max |F|, eV/Å: 3.27
Orbital gap (alpha / beta), eV: 7.4 / 7.9
LUMO (alpha / beta), eV: 0.07 / 0.20
Energy above the lowest of the compared OMol25 structures with the same formula, charge and spin, kcal/mol: 88.35
HOMO (alpha / beta), eV: -7.38 / -7.71

Geometry as XYZ:
```
10
Properties=species:S:1:pos:R:3:forces:R:3:lowdin_charge:R:1
C -0.48137 1.27758 -0.10932 -0.5 -0.1 -0.1 0.03
C -0.10962 -1.21313 -0.30087 0.9 2.3 1.4 -0.11
C -0.56800 0.08546 0.53617 1.5 -1.4 -0.1 -0.32
C 0.93840 -0.44039 0.41723 -2.3 -2.3 0.6 -0.71
Cl 2.34276 0.13477 -0.19784 1.8 0.9 -1.1 0.67
H 0.01018 1.12636 -1.01984 0.4 0.7 -1.6 0.04
H -0.62788 2.26543 0.27048 -0.2 0.2 0.3 0.08
H -0.37003 -2.13458 0.26462 -0.2 0.7 -1.1 0.12
H -0.25149 -0.95902 -1.35505 -0.1 -1.2 -0.1 0.10
H -0.88294 -0.14247 1.49442 -1.4 0.1 1.6 0.10
```
Positions in Å, forces in eV/Å.

---

This record from OMol25 describes the molecule C4H5Cl. The level of theory is the ωB97M-V functional and the def2-TZVPD basis.

Computed properties:
Electronic energy, Eh: -615.444574
Max |F|, eV/Å: 5.53
Orbital gap, eV: 10.8
LUMO, eV: 1.16
Energy above the lowest of the compared OMol25 structures with the same formula, charge and spin, kcal/mol: 69.73
HOMO, eV: -9.63

Geometry as XYZ:
```
10
Properties=species:S:1:pos:R:3:forces:R:3:lowdin_charge:R:1
Cl 0.81734 1.78800 -1.88957 1.4 0.0 -0.9 0.54
C -0.16887 0.39230 -1.36487 -2.4 1.7 0.1 -0.56
C 0.18074 0.21431 0.09063 -0.7 -4.0 3.8 -0.24
C 0.55752 -1.05589 1.08189 0.7 0.7 -1.7 -0.06
C -0.56615 -0.54166 1.40908 0.3 0.2 -1.1 -0.04
H -0.32024 -0.37372 -2.14848 0.8 0.1 0.9 0.09
H -1.07503 1.04764 -1.41929 -0.2 -1.5 0.4 0.05
H 0.51112 1.10221 0.52248 0.9 1.3 0.1 0.04
H 1.25589 -1.84410 1.43347 -0.3 0.9 -0.7 0.09
H -1.19231 -0.72909 2.28465 -0.6 0.7 -0.8 0.08
```
Positions in Å, forces in eV/Å.

---

This record from OMol25 describes the molecule C4H5Cl. The level of theory is the ωB97M-V functional and the def2-TZVPD basis.

Computed properties:
Electronic energy, Eh: -615.469417
Max |F|, eV/Å: 5.35
Orbital gap, eV: 10.0
LUMO, eV: 0.87
Energy above the lowest of the compared OMol25 structures with the same formula, charge and spin, kcal/mol: 54.14
HOMO, eV: -9.09

Geometry as XYZ:
```
10
Properties=species:S:1:pos:R:3:forces:R:3:lowdin_charge:R:1
Cl 0.10500 1.55618 2.49532 -0.1 -0.2 0.4 0.53
C -0.95999 0.87313 1.23421 3.0 -4.4 -0.2 -0.51
C -0.06850 0.00718 0.24918 0.0 -2.5 0.6 -0.23
C 0.61322 -1.16351 0.21702 -2.1 4.2 0.4 -0.02
C 0.00739 -0.71160 -1.09850 4.6 2.4 0.4 -0.12
H -1.57329 0.00012 1.60186 0.0 1.7 0.2 0.10
H -1.41404 1.71126 0.87237 -1.6 1.6 -1.5 0.01
H 1.23007 -1.75433 0.84999 0.2 -0.7 -0.1 0.08
H 0.85433 -0.27790 -1.80394 -2.3 -0.8 0.8 0.11
H -0.80721 -1.18192 -1.51158 -1.7 -1.2 -1.1 0.04
```
Positions in Å, forces in eV/Å.